{
  "formula": "C39H36ClIrN3Si2",
  "method": "ωB97M-V with the def2-TZVPD basis set",
  "elements": ["C", "C", "C", "H", "C", "C", "H", "H", "H", "H", "Ir", "Si", "C", "C", "H", "C", "H", "C", "H", "C", "H", "C", "H", "C", "C", "H", "C", "H", "C", "H", "C", "H", "C", "H", "H", "Si", "C", "C", "H", "C", "H", "C", "H", "C", "H", "C", "H", "C", "C", "H", "C", "H", "C", "H", "C", "H", "C", "H", "H", "Cl", "N", "C", "C", "C", "C", "C", "N", "C", "C", "C", "C", "C", "N", "H", "H", "H", "H", "H", "H", "H", "H", "H"],
  "positions_angstrom": [[0.70045, 1.47303, 1.15814], [0.40173, 0.40080, 2.00704], [1.37791, -0.63746, 1.79267], [-0.42907, 0.30967, 2.71259], [2.41188, -0.08892, 0.91940], [1.80339, 1.10022, 0.26761], [2.22673, 1.61608, -0.59078], [0.25467, 2.46592, 1.13035], [1.44528, -1.52597, 2.41273], [3.46543, -0.33924, 0.81679], [0.96420, -0.60084, -0.35385], [-0.13562, -4.83315, -0.72719], [-0.78584, -5.17796, 0.95311], [-1.34850, -6.44749, 1.03654], [-1.27255, -7.12458, 0.18504], [-2.02529, -6.81170, 2.19834], [-2.53771, -7.77388, 2.22178], [-2.03856, -5.93417, 3.29483], [-2.57434, -6.22118, 4.19948], [-1.38167, -4.69591, 3.24454], [-1.34180, -4.03927, 4.11624], [-0.80662, -4.29534, 2.04209], [-0.39628, -3.28530, 1.95278], [1.50595, -3.89068, -0.11866], [1.97049, -3.42132, 1.17607], [1.38837, -3.62469, 2.08265], [3.31273, -2.78794, 1.37060], [3.52725, -2.35197, 2.36016], [4.15474, -2.64388, 0.24086], [5.13062, -2.18291, 0.36489], [3.71913, -3.09974, -1.00740], [4.22387, -2.87899, -1.92609], [2.57363, -3.92451, -1.06406], [2.34861, -4.44061, -1.99679], [1.69864, -1.65949, -1.30762], [3.52441, -4.59072, 0.92287], [5.20714, -5.54144, 0.72065], [5.92362, -6.12309, 1.77396], [5.62877, -5.92123, 2.80519], [6.98331, -7.00228, 1.50560], [7.50558, -7.54714, 2.29913], [7.40129, -7.18315, 0.16842], [8.28255, -7.80563, -0.05780], [6.68739, -6.59702, -0.89472], [7.01771, -6.73842, -1.92975], [5.54590, -5.84503, -0.59955], [4.91160, -5.50911, -1.42031], [2.73649, -6.10613, 1.78851], [2.40884, -6.08816, 3.13559], [2.61550, -5.19284, 3.73865], [1.82438, -7.22191, 3.72420], [1.57963, -7.21048, 4.78282], [1.57444, -8.35708, 2.95184], [1.13656, -9.23638, 3.40822], [1.86629, -8.35371, 1.59291], [1.68093, -9.23863, 0.98456], [2.39531, -7.20269, 0.99920], [2.55801, -7.16961, -0.08601], [-1.09753, -3.96654, -1.34692], [0.01565, -6.29603, -2.18973], [-1.15710, 1.32357, -1.24292], [-0.46991, 0.83838, -2.37269], [-0.37306, 1.63360, -3.52315], [0.33658, 1.16319, -4.61738], [0.86247, -0.13560, -4.55080], [0.78857, -0.87149, -3.37462], [0.21787, -0.31188, -2.25146], [-1.87897, 0.43911, -0.41018], [-3.13256, 0.84795, 0.05208], [-3.88750, -0.05262, 0.78447], [-3.39799, -1.36120, 0.91801], [-2.10429, -1.64790, 0.49388], [-1.31744, -0.73141, -0.12044], [-1.66596, 2.17611, -1.44399], [-0.85907, 2.59908, -3.49493], [0.49942, 1.78451, -5.48965], [1.39244, -0.56443, -5.39594], [1.26386, -1.85152, -3.25256], [-3.49841, 1.82271, -0.27581], [-4.83922, 0.23964, 1.21383], [-4.00996, -2.14278, 1.36894], [-1.71168, -2.65529, 0.63432]],
  "charge": 1,
  "largest_force_ev_per_a": 5.6,
  "multiplicity": 5,
  "e_homo_ha": [-0.2804, -0.3833],
  "s2": 6.0178,
  "orbital_gap_ev": [4.7, 6.4],
  "e_lumo_ha": [-0.107, -0.148]
}

{
  "formula": "C39H36ClN3Si2Sr",
  "method": "ωB97M-V with the def2-TZVPD basis set",
  "elements": ["C", "C", "C", "H", "C", "C", "H", "H", "H", "H", "Sr", "Si", "C", "C", "H", "C", "H", "C", "H", "C", "H", "C", "H", "C", "C", "H", "C", "H", "C", "H", "C", "H", "C", "H", "H", "Si", "C", "C", "H", "C", "H", "C", "H", "C", "H", "C", "H", "C", "C", "H", "C", "H", "C", "H", "C", "H", "C", "H", "H", "Cl", "N", "C", "C", "C", "C", "C", "N", "C", "C", "C", "C", "C", "N", "H", "H", "H", "H", "H", "H", "H", "H", "H"],
  "positions_angstrom": [[-1.34317, 3.11905, 2.64981], [-0.29481, 3.05817, 1.69263], [-0.85586, 3.35919, 0.41948], [0.76106, 2.89394, 1.91279], [-2.25417, 3.58457, 0.58773], [-2.55166, 3.44057, 1.97477], [-3.52183, 3.62038, 2.44720], [-1.22436, 3.03044, 3.72971], [-0.29802, 3.48415, -0.51035], [-2.95449, 3.89744, -0.19323], [-1.87637, 0.57744, 1.10904], [1.97798, -2.47359, 0.19494], [3.56768, -1.53728, 0.33475], [4.72971, -2.10023, -0.21894], [4.69106, -3.11484, -0.62095], [5.91593, -1.36629, -0.27763], [6.80640, -1.80659, -0.73112], [5.96497, -0.05861, 0.22329], [6.88433, 0.52790, 0.14532], [4.83607, 0.48104, 0.84609], [4.86606, 1.49401, 1.25672], [3.65853, -0.27006, 0.93457], [2.80798, 0.15675, 1.47150], [0.63717, -1.34084, -0.53085], [0.81375, 0.03990, -0.73190], [1.78137, 0.49173, -0.50783], [-0.16638, 0.83194, -1.40661], [0.04967, 1.87520, -1.63882], [-1.52536, 0.33432, -1.50535], [-2.38280, 0.97400, -1.71630], [-1.63129, -1.12104, -1.45844], [-2.58882, -1.59006, -1.66421], [-0.56921, -1.91674, -0.95691], [-0.72671, -2.99647, -0.84622], [1.53348, -2.85154, 1.55238], [-0.56454, -0.42677, -2.86569], [-1.50669, -0.46475, -4.49727], [-0.80620, -0.20172, -5.68241], [0.17941, 0.26511, -5.62478], [-1.33271, -0.57796, -6.91787], [-0.75102, -0.41648, -7.82534], [-2.59904, -1.17217, -6.97697], [-3.00357, -1.48897, -7.93946], [-3.34780, -1.33183, -5.80400], [-4.34945, -1.75785, -5.85375], [-2.81936, -0.95416, -4.56449], [-3.41587, -1.05162, -3.65482], [1.16784, -0.96603, -3.46029], [2.16012, -0.00109, -3.65763], [1.92745, 1.06330, -3.55407], [3.46313, -0.39022, -3.98458], [4.22410, 0.37733, -4.14948], [3.77526, -1.74691, -4.10681], [4.79850, -2.05107, -4.33975], [2.77516, -2.71097, -3.94187], [3.00912, -3.77503, -4.03990], [1.46453, -2.31806, -3.65125], [0.67864, -3.07493, -3.55417], [2.30087, -3.71494, -0.41877], [-4.02945, -0.86892, 0.37757], [-1.52554, 1.15677, 5.38413], [-2.85644, 1.24065, 4.97744], [-3.75351, 1.75455, 5.93903], [-5.09958, 1.84460, 5.60986], [-5.49652, 1.41072, 4.33629], [-4.53359, 0.92771, 3.45008], [-3.21331, 0.86546, 3.74527], [-0.48452, 0.44624, 4.79426], [0.53454, -0.00830, 5.65636], [1.61750, -0.68428, 5.10734], [1.65783, -0.84452, 3.71670], [0.62669, -0.32567, 2.94128], [-0.46800, 0.26776, 3.46514], [-1.38359, 1.35117, 6.36830], [-3.33813, 2.04777, 6.90068], [-5.81614, 2.23785, 6.32793], [-6.53442, 1.44413, 4.01445], [-4.79969, 0.55556, 2.45414], [0.41165, 0.18149, 6.72115], [2.41270, -1.07718, 5.73833], [2.47627, -1.37363, 3.22965], [0.64951, -0.39012, 1.84294]],
  "largest_force_ev_per_a": 4.8,
  "e_homo_ha": [-0.2446, -0.2333],
  "orbital_gap_ev": [6.3, 5.7],
  "e_lumo_ha": [-0.015, -0.025]
}